# C60H180N30O10P10

A 10-piece molecular cluster, C60H180N30O10P10 overall at a distorted geometry (ωB97M-V/def2-TZVPD, the Open Molecules 2025 dataset).

Geometry as XYZ:
```
290
Properties=species:S:1:pos:R:3:forces:R:3:lowdin_charge:R:1
C -6.607321 -2.051117 1.358319 -0.544 -0.012 0.462 -0.112
N -7.446316 -1.338632 2.339858 -0.809 0.444 0.293 -0.307
C -8.784191 -1.917248 2.609152 -0.390 0.235 -0.690 -0.119
P -6.966521 -0.149696 3.462207 -1.083 -2.879 0.779 0.551
O -7.956443 -0.130688 4.607760 1.351 0.954 -1.673 -0.318
N -5.507079 -0.811135 3.946262 0.420 -0.329 -0.492 -0.312
C -5.539719 -2.179337 4.447426 2.101 -0.511 -1.311 -0.111
C -4.315926 -0.084984 4.298650 0.163 1.550 -1.569 -0.113
N -6.696774 1.195926 2.576117 -0.075 2.108 0.754 -0.292
C -6.433700 2.460453 3.286347 0.753 -0.673 1.332 -0.108
C -6.487197 1.261425 1.149810 -0.292 -1.200 -0.977 -0.108
H -6.947178 -3.087926 1.288493 -0.086 0.021 0.057 0.080
H -5.579346 -2.095768 1.681338 0.443 0.185 0.217 0.066
H -6.597199 -1.666900 0.329049 -0.271 0.234 0.217 0.054
H -9.492387 -1.759933 1.757710 0.639 -0.339 0.271 0.081
H -9.297429 -1.430813 3.462036 0.786 -0.346 -0.354 0.067
H -8.658354 -2.995672 2.799642 -0.280 0.243 -0.032 0.076
H -5.818279 -2.232761 5.483381 0.095 -0.137 0.651 0.075
H -6.203737 -2.796775 3.864331 -0.532 -0.037 -0.079 0.055
H -4.497570 -2.662212 4.223414 -1.603 0.868 0.810 0.113
H -4.030436 -0.300114 5.310693 0.262 0.273 0.618 0.072
H -3.432803 -0.175612 3.621678 -0.389 -1.044 0.279 0.080
H -4.481079 0.982763 4.087195 -0.131 -0.098 0.936 0.052
H -5.415528 2.790613 3.096045 0.138 0.220 -0.145 0.069
H -7.115093 3.273743 3.172793 -0.813 0.408 -1.181 0.071
H -6.513315 2.359826 4.379073 0.238 -0.668 -0.203 0.083
H -6.946970 2.124557 0.669022 -0.091 0.405 0.527 0.081
H -7.071077 0.410625 0.717416 0.997 0.507 0.098 0.072
H -5.409645 1.277867 0.832658 -0.761 -0.342 0.362 0.089
C -3.862223 -5.241072 -4.422537 -1.177 -0.488 -1.804 -0.095
N -4.388799 -3.871532 -4.546523 1.055 0.174 2.325 -0.307
C -5.194179 -3.537996 -5.671833 0.785 -1.581 -1.002 -0.132
P -4.821400 -2.967053 -3.181755 -0.870 -1.669 2.106 0.581
O -4.460800 -3.567548 -1.843092 0.665 0.436 -1.673 -0.318
N -4.309243 -1.420587 -3.483067 0.109 -0.441 -0.999 -0.280
C -3.151901 -1.082962 -4.348881 -0.946 0.603 -0.667 -0.087
C -4.749367 -0.355242 -2.637313 -0.008 1.860 1.543 -0.131
N -6.511911 -2.949741 -3.144163 0.021 1.312 -1.045 -0.286
C -7.268596 -3.738160 -2.177454 -0.458 1.083 0.152 -0.106
C -7.283675 -2.005689 -3.985335 0.231 -2.354 -0.132 -0.112
H -3.197570 -5.392608 -5.332276 -0.681 -0.155 1.146 0.098
H -4.708651 -6.006719 -4.452060 0.956 0.808 -0.087 0.104
H -3.315038 -5.422985 -3.517231 0.247 0.294 0.328 0.034
H -4.798178 -4.067374 -6.562070 -0.253 0.481 0.286 0.105
H -5.114173 -2.499635 -5.764115 0.022 1.682 -0.876 0.046
H -6.230031 -3.772405 -5.539397 -0.795 -0.479 -0.012 0.066
H -2.703209 -1.987268 -4.732821 0.093 -0.249 0.076 0.039
H -3.461024 -0.481043 -5.251917 0.184 -0.417 1.000 0.079
H -2.402718 -0.503495 -3.792189 -0.258 -0.225 -0.048 0.054
H -4.945919 0.625031 -3.130872 -0.250 -0.905 -0.448 0.098
H -5.597361 -0.549566 -1.945185 0.320 -0.444 -0.871 0.083
H -3.955093 -0.040702 -1.943289 0.236 -0.373 0.058 0.070
H -6.576251 -4.325905 -1.617546 0.396 -0.151 0.623 0.054
H -7.840761 -3.044360 -1.529570 0.356 -0.331 0.088 0.080
H -8.022332 -4.431139 -2.555511 0.093 0.071 -0.821 0.077
H -8.051912 -2.590660 -4.491480 -0.147 0.037 -0.287 0.083
H -6.683142 -1.530481 -4.732300 0.476 0.199 -0.289 0.060
H -7.793714 -1.259792 -3.458659 -0.649 1.242 1.307 0.056
C -0.095635 -6.104683 3.358548 0.304 0.699 -0.174 -0.080
N 0.091854 -4.935250 4.241713 0.899 -0.428 -0.171 -0.274
C -0.987461 -3.944512 4.227834 -0.644 -0.680 1.606 -0.097
P 1.682867 -4.415391 4.361136 -0.840 1.620 0.351 0.509
O 2.314460 -3.689319 3.234626 -0.005 -0.497 -0.381 -0.292
N 1.547192 -3.311892 5.627198 -0.105 -0.220 -0.239 -0.284
C 0.753622 -3.453990 6.842678 1.132 -0.322 0.270 -0.123
C 2.081668 -1.981777 5.387924 -0.620 0.257 -1.260 -0.114
N 2.494629 -5.778034 4.717695 0.021 -1.140 2.843 -0.295
C 3.709128 -6.254807 4.092908 -0.300 2.675 -0.297 -0.092
C 2.225132 -6.417227 6.074808 -0.483 0.644 -1.817 -0.058
H -0.330534 -5.723117 2.389173 -0.305 0.082 -1.036 0.050
H -0.907098 -6.751357 3.647892 -0.243 -0.240 0.498 0.081
H 0.830032 -6.670716 3.223164 -0.221 0.046 0.395 0.079
H -1.430483 -3.864242 5.271652 0.326 0.049 -1.277 0.094
H -1.756591 -4.287349 3.557730 -0.458 -0.297 -0.150 0.064
H -0.754552 -2.954079 3.881565 0.636 0.365 -0.055 0.051
H 1.409206 -3.766393 7.673081 -0.130 0.506 0.114 0.081
H 0.239409 -2.504636 7.107057 0.116 -0.744 -0.245 0.091
H 0.099925 -4.302574 6.739606 -0.758 -0.001 -0.138 0.046
H 1.978974 -1.760403 4.308129 0.393 -0.175 0.651 0.029
H 1.381399 -1.287506 5.856532 0.497 0.279 0.397 0.072
H 3.133406 -1.839686 5.650672 -0.178 0.099 0.370 0.089
H 4.406913 -6.535757 4.829031 0.973 -0.313 0.980 0.066
H 3.548521 -7.057511 3.450593 -0.444 -1.593 -1.184 0.057
H 4.115536 -5.416015 3.511952 0.113 -0.330 0.014 0.082
H 2.072527 -7.453498 5.872390 0.151 -0.978 0.141 0.073
H 1.281013 -6.071762 6.460489 -0.311 0.284 0.065 0.049
H 2.973830 -6.268382 6.844182 0.493 0.208 -0.223 0.083
C 5.342396 1.995487 3.407440 -0.171 0.900 -0.951 -0.090
N 5.214893 3.260032 2.617788 -0.430 0.696 0.963 -0.276
C 5.004040 3.338774 1.119581 -0.374 -0.624 1.732 -0.070
P 4.889004 4.685887 3.489058 -1.066 -0.712 -1.110 0.496
O 5.312051 4.688980 4.895174 0.277 -0.597 0.341 -0.276
N 5.525412 5.904500 2.630983 -0.301 0.977 -1.836 -0.308
C 6.899684 6.259990 2.796128 -0.117 -0.629 2.868 -0.111
C 4.882312 6.689744 1.586183 -1.743 -0.597 -0.103 -0.116
N 3.228783 4.944269 3.202852 0.657 -0.829 0.529 -0.288
C 2.485667 3.717894 3.485822 -1.800 0.405 0.198 -0.128
C 2.581317 6.030247 3.868501 -0.593 1.365 2.130 -0.149
H 5.901799 1.323076 2.786042 0.460 -0.557 -0.135 0.046
H 4.436153 1.467536 3.739357 -0.247 0.428 -0.384 0.060
H 5.887912 2.235440 4.304304 0.362 0.039 0.245 0.068
H 5.181083 2.333429 0.734596 -0.173 0.073 -0.172 0.062
H 5.760809 4.004278 0.717820 -0.079 0.182 -0.196 0.069
H 3.965775 3.673471 0.885211 0.775 -0.307 -0.034 0.067
H 6.909801 7.316647 2.912762 0.477 1.100 0.210 0.073
H 7.198920 5.792849 3.771936 0.213 0.580 -0.844 0.096
H 7.598210 5.989471 2.045811 0.384 -0.587 -1.134 0.069
H 3.955774 6.231386 1.180684 0.509 0.043 0.598 0.085
H 4.600883 7.701218 1.881719 0.127 0.102 0.449 0.081
H 5.499615 6.798700 0.730207 1.037 -0.016 -0.764 0.064
H 1.380068 3.870325 3.247131 1.386 -0.210 -0.364 0.097
H 2.951751 2.944288 2.889519 -0.563 -0.455 0.110 0.045
H 2.395344 3.462965 4.577349 0.783 0.166 -0.625 0.079
H 1.604328 6.203948 3.434619 -0.020 0.511 -0.821 0.059
H 3.138508 6.994738 4.082350 -0.312 -1.237 -0.973 0.110
H 2.237732 5.737986 4.886403 0.562 -0.161 -0.014 0.079
C -2.499862 2.375159 7.770808 -1.363 -0.976 -0.389 -0.120
N -2.764920 3.548482 6.951251 0.806 -0.008 -0.478 -0.298
C -3.889066 4.390872 7.359829 0.045 -0.761 -0.374 -0.106
P -2.034191 3.702289 5.443360 -0.376 -0.050 -0.415 0.527
O -2.710930 3.206363 4.206118 0.132 0.515 0.711 -0.303
N -1.713377 5.332888 5.446419 -0.471 0.351 -0.008 -0.302
C -1.699984 6.197207 6.620939 -0.785 0.431 -1.106 -0.128
C -1.554409 6.111521 4.220620 0.612 0.943 1.296 -0.088
N -0.587544 2.921890 5.573831 0.878 -0.044 0.858 -0.296
C 0.311843 3.293533 6.675766 -0.578 -2.730 1.192 -0.101
C -0.127064 1.851124 4.682508 0.841 0.950 -0.312 -0.090
H -1.614903 1.858679 7.433952 0.108 -0.066 -0.243 0.045
H -3.348026 1.653644 7.654871 0.487 0.363 0.262 0.092
H -2.363865 2.542853 8.842487 -0.131 0.575 -0.071 0.086
H -4.772563 3.765083 7.540904 0.079 0.156 0.016 0.089
H -4.143663 5.139213 6.606637 0.121 -0.236 -0.015 0.080
H -3.601781 4.900726 8.262843 -0.182 0.327 0.565 0.073
H -1.503184 5.667750 7.537383 -0.208 -0.096 0.273 0.073
H -0.943005 6.941015 6.454663 0.753 0.309 0.132 0.071
H -2.638734 6.794033 6.614578 0.312 -0.401 0.605 0.091
H -1.688622 5.502957 3.382302 0.288 -1.180 -1.330 0.037
H -2.353253 6.870703 4.084144 0.495 -0.018 0.522 0.096
H -0.524798 6.582197 4.270608 -1.214 -0.268 -0.494 0.092
H 0.037401 2.870969 7.717071 -0.130 0.436 -1.421 0.090
H 1.249843 2.742489 6.509132 0.133 1.102 -0.150 0.082
H 0.315220 4.338032 6.834516 0.734 1.187 -0.236 0.049
H -0.498248 2.061282 3.668200 -0.184 -0.549 0.425 0.055
H -0.423117 0.882033 5.078561 0.032 -0.317 -0.347 0.076
H 1.003060 1.915426 4.579336 -1.349 -0.250 0.378 0.066
C -0.862583 -0.014500 -10.406829 -0.443 0.163 -0.728 -0.110
N -1.975523 0.271140 -9.463822 1.222 0.164 0.017 -0.300
C -3.374759 0.318647 -9.852329 0.390 0.353 -2.222 -0.117
P -1.655008 0.496010 -7.834268 2.212 -1.579 -2.271 0.480
O -2.953508 0.546008 -7.215722 -2.114 0.233 1.916 -0.270
N -0.605846 -0.799072 -7.497456 -0.655 0.885 0.132 -0.284
C 0.198105 -0.659551 -6.297836 -0.559 -0.459 0.587 -0.104
C -1.247653 -2.079567 -7.711518 0.359 -0.849 -0.214 -0.112
N -0.712396 1.791477 -7.485553 0.444 1.356 0.333 -0.269
C -1.494532 3.030700 -7.227949 -0.261 -0.854 -1.887 -0.084
C 0.610584 2.085699 -8.067894 -0.500 0.215 -0.764 -0.100
H -0.842631 -1.040866 -10.859440 -0.610 0.579 0.454 0.084
H 0.036131 0.005523 -9.799232 0.192 0.214 -0.250 0.037
H -0.760290 0.696180 -11.295532 -0.306 -0.584 1.341 0.098
H -3.786460 1.345431 -10.039905 0.471 -0.688 0.280 0.092
H -3.997488 -0.185238 -9.150255 -0.391 -0.286 0.511 0.054
H -3.414674 -0.219581 -10.819960 -0.304 0.221 0.358 0.086
H -0.372315 -0.423025 -5.362310 0.233 -0.251 -0.613 0.085
H 0.696869 -1.617275 -6.176123 0.342 0.061 0.286 0.079
H 0.898264 0.132885 -6.466561 0.608 0.241 0.232 0.049
H -1.694764 -2.016731 -8.674042 -0.731 -0.056 -0.812 0.056
H -0.581707 -2.961434 -7.812384 0.225 0.759 0.441 0.100
H -2.025874 -2.335091 -6.998010 -0.148 0.063 0.358 0.069
H -2.501218 2.724857 -6.981273 -0.278 0.117 -0.045 0.070
H -1.147611 3.631626 -6.440521 1.048 0.475 1.218 0.020
H -1.495750 3.666225 -8.142599 -0.150 -0.338 0.394 0.100
H 1.154810 1.218926 -8.493015 -0.542 0.361 0.494 0.083
H 1.234764 2.590376 -7.340831 0.198 -0.114 0.363 0.059
H 0.471324 2.832405 -8.877518 0.113 -0.447 0.102 0.090
C -0.900486 3.720323 -3.490216 0.921 -0.675 0.409 -0.112
N -0.311575 4.898648 -4.166513 -1.967 -0.452 0.614 -0.299
C -1.387558 5.829596 -4.660093 2.652 -0.267 0.251 -0.053
P 0.973475 5.557268 -3.381677 1.254 0.991 1.016 0.452
O 0.913148 6.205651 -2.041876 -0.332 -0.247 -0.912 -0.292
N 2.069602 4.337297 -3.345529 1.317 -2.042 -0.378 -0.285
C 3.297024 4.426246 -2.488959 -0.297 1.003 0.438 -0.086
C 2.261750 3.405545 -4.500578 -1.236 -0.940 1.625 -0.103
N 1.460444 6.609047 -4.553062 0.283 1.708 -0.011 -0.325
C 2.409865 7.706242 -4.288328 -1.281 -0.809 -1.446 -0.075
C 1.563873 6.208816 -5.909678 -0.382 0.442 -0.535 -0.150
H -0.099659 3.286520 -2.865175 -0.436 0.219 -0.104 0.051
H -1.179018 2.881185 -4.165117 -0.116 0.790 -0.003 0.085
H -1.736038 3.964750 -2.807643 0.241 0.054 -0.445 0.093
H -2.171408 5.796884 -3.963339 -1.150 0.491 1.030 0.061
H -1.722173 5.367724 -5.547025 -0.632 0.027 -1.336 0.047
H -0.941941 6.833805 -4.812617 -0.619 -0.635 0.013 0.098
H 3.311161 3.680626 -1.624161 0.060 0.693 -1.424 0.083
H 4.241290 4.456020 -3.114912 -1.053 -0.643 0.564 0.092
H 3.289213 5.444950 -2.037861 -0.129 -0.754 0.033 0.067
H 1.504950 3.499381 -5.300565 0.262 0.078 0.695 0.051
H 3.218519 3.604824 -4.890420 1.280 0.129 -0.836 0.048
H 2.274177 2.327816 -4.125840 -0.130 1.200 -0.446 0.098
H 2.099430 8.519166 -5.004177 0.681 -0.356 1.070 0.102
H 2.313504 7.908943 -3.259717 0.037 0.959 1.153 0.053
H 3.414506 7.347519 -4.506053 0.325 0.257 -0.116 0.078
H 0.805160 5.514938 -6.110141 -0.787 -1.514 -0.344 0.035
H 2.537841 5.783051 -6.122591 0.330 0.062 -0.501 0.088
H 1.260258 7.014997 -6.590413 0.757 0.309 0.059 0.097
C 5.295029 -0.634007 -1.098682 -1.015 2.465 2.033 -0.106
N 6.051866 -1.418689 -0.143009 0.049 0.516 0.563 -0.298
C 5.408115 -1.565398 1.159711 -0.476 -0.928 -1.332 -0.101
P 7.614582 -1.919082 -0.473146 -0.141 1.343 0.248 0.497
O 8.044129 -1.234920 -1.719788 -0.093 -0.773 0.315 -0.292
N 8.556511 -1.643507 0.894114 -0.242 0.609 -0.011 -0.304
C 8.376628 -0.383848 1.623720 -0.417 -0.045 -0.038 -0.113
C 9.875914 -2.244910 1.058699 -0.192 0.119 0.953 -0.112
N 7.495462 -3.553503 -0.542398 1.533 -0.392 -1.298 -0.314
C 7.046196 -4.005444 -1.857835 0.031 -1.421 0.150 -0.105
C 7.309113 -4.480000 0.547341 1.097 1.942 1.187 -0.104
H 5.441196 0.532831 -1.039551 0.268 -1.980 -0.207 0.109
H 4.209693 -0.702587 -0.822765 0.755 -0.373 -0.422 0.073
H 5.476972 -0.997699 -2.061793 0.138 -0.152 -1.559 0.047
H 4.390859 -2.032701 1.020140 1.015 0.063 0.324 0.090
H 5.227315 -0.594098 1.558229 -0.055 0.852 0.744 0.041
H 6.061071 -2.149051 1.802356 -0.272 -0.068 0.275 0.074
H 9.301341 0.183208 1.770048 0.095 -0.326 -0.199 0.083
H 7.708705 0.265585 1.069259 -0.176 0.169 -0.127 0.068
H 7.922172 -0.531641 2.608403 0.103 -0.133 0.056 0.077
H 10.043081 -2.979793 0.292478 0.537 0.237 -0.826 0.070
H 10.678190 -1.471330 1.244413 -0.746 -0.859 -0.807 0.100
H 9.863779 -2.879203 1.940176 0.079 0.024 0.637 0.066
H 7.081626 -3.234141 -2.628403 0.378 -0.096 0.256 0.073
H 7.552510 -4.959314 -2.197341 -0.153 1.145 0.348 0.101
H 6.018190 -4.274665 -1.709899 -0.981 -0.292 -0.338 0.061
H 7.799823 -5.411041 0.367228 0.431 -0.684 -0.228 0.074
H 6.281421 -4.654010 0.760232 -1.164 -0.260 0.117 0.063
H 7.758373 -3.994633 1.463719 -0.440 -0.728 -0.837 0.090
C 1.158198 -4.404408 -3.473533 0.363 -0.734 -0.969 -0.139
N 0.102865 -4.166150 -2.551043 -1.634 -0.303 0.568 -0.282
C -1.060198 -3.786456 -3.343234 0.175 0.441 -1.058 -0.142
P -0.303806 -5.477260 -1.531841 0.770 -1.932 0.271 0.562
O -0.631946 -6.750665 -2.228777 0.237 0.439 -0.406 -0.306
N 1.069581 -5.780861 -0.575747 -0.127 -0.480 -1.258 -0.279
C 1.918298 -6.985134 -0.838513 -0.418 2.145 -0.489 -0.076
C 1.766539 -4.722692 0.082565 0.255 -0.595 1.728 -0.148
N -1.599162 -5.091756 -0.584624 0.094 0.840 -0.615 -0.273
C -1.693950 -3.860053 0.206792 -0.687 0.453 -2.109 -0.093
C -2.771953 -5.998045 -0.670882 0.439 1.398 -0.634 -0.081
H 1.250570 -3.524452 -4.092461 -0.046 0.238 -0.480 0.073
H 1.009330 -5.314635 -4.115623 0.057 0.683 0.445 0.111
H 2.075833 -4.462657 -2.968089 1.442 -0.475 0.753 0.054
H -0.898260 -2.852462 -3.892343 0.508 0.157 0.283 0.063
H -1.851347 -3.577305 -2.671561 -1.302 -0.168 0.386 0.049
H -1.305197 -4.496865 -4.173216 -0.002 0.055 0.965 0.093
H 2.235069 -7.416880 0.064940 -0.064 -0.704 1.597 0.052
H 1.361640 -7.662998 -1.429856 -0.372 -0.717 -0.597 0.054
H 2.871813 -6.716198 -1.298006 -0.076 0.229 -0.593 0.078
H 1.062813 -4.130379 0.683972 0.388 0.549 -0.722 0.057
H 2.339192 -5.191944 0.883721 0.183 -0.081 0.249 0.064
H 2.549750 -4.218408 -0.489473 -0.454 0.604 -0.372 0.080
H -0.881869 -3.170856 -0.116899 -0.676 -0.238 0.244 0.068
H -2.709762 -3.378521 0.092222 1.067 -0.381 -0.211 0.092
H -1.573698 -4.093114 1.215484 0.343 -0.210 1.975 0.024
H -2.699500 -6.727577 0.085663 -0.191 -0.938 1.121 0.060
H -2.718613 -6.512257 -1.623146 -0.204 -0.037 -0.023 0.053
H -3.682094 -5.394967 -0.606784 0.149 -0.143 0.026 0.064
C -1.898595 1.265130 1.186584 1.305 -0.686 -1.064 -0.098
N -0.637771 1.916238 0.708049 -0.909 1.216 1.629 -0.288
C -0.719413 3.398457 1.032706 0.718 -1.514 -0.576 -0.073
P 0.802304 1.068715 0.431182 -2.858 -1.269 1.149 0.561
O 1.927556 1.981770 0.183444 0.332 -0.112 0.007 -0.279
N 1.102670 -0.128359 1.632474 2.275 2.059 0.235 -0.258
C 2.407556 0.017446 2.364096 0.371 -0.673 -1.283 -0.107
C 0.442637 -1.355443 1.989445 -1.660 1.082 0.794 -0.141
N 0.155439 0.050409 -0.744189 0.818 0.656 -0.812 -0.278
C 1.127164 -0.934606 -1.270521 -1.140 -0.055 1.139 -0.091
C -0.562501 0.719471 -1.845941 -0.534 -0.992 -0.171 -0.108
H -2.689265 1.390827 0.450591 -0.098 -0.156 -0.483 0.061
H -2.272697 1.770917 2.043431 -0.040 0.300 1.158 0.038
H -1.754983 0.186131 1.378074 -0.142 0.618 -0.057 0.067
H 0.170503 3.808810 0.576966 0.163 0.585 0.146 0.064
H -0.778128 3.600950 2.113734 0.137 -0.189 -0.251 0.044
H -1.608331 3.847505 0.573128 0.112 -0.276 -0.091 0.084
H 3.091559 0.722674 1.855311 -0.718 -0.012 0.236 0.054
H 2.349599 0.273346 3.429643 -0.378 -0.004 -0.215 0.061
H 2.936711 -0.953718 2.252036 -0.371 0.346 0.472 0.067
H 0.989817 -2.237813 1.801500 1.101 -0.931 -0.389 0.032
H 0.224307 -1.382919 3.091626 0.063 0.247 -0.831 0.079
H -0.496275 -1.429586 1.452694 -0.227 -0.043 -0.012 0.057
H 1.773285 -0.451914 -1.990327 0.766 -0.014 -0.002 0.074
H 1.608568 -1.411264 -0.376832 0.009 0.319 -1.221 0.082
H 0.515415 -1.649668 -1.803065 0.158 -0.637 -0.126 0.055
H 0.077366 1.231657 -2.588053 -0.048 -0.124 0.464 0.072
H -1.319540 1.371915 -1.430488 0.214 0.470 -0.030 0.061
H -1.162005 -0.031465 -2.398120 0.592 0.028 0.243 0.060
```
Forces are in eV/Å.

The orbital gap comes out at 8.6 eV. Its energy relative to the best compared isomer or geometry (same formula, charge and spin) is 82.59 kcal/mol. The calculation puts the highest occupied orbital energy at -0.3018 Ha. As for the net charge: 0.